Record 1
Entry from the Open Molecules 2025 dataset: 10 unconnected molecules or ions with the total composition C12H44O10 (wB97M-V/def2-TZVPD).

Positions of all 66 atoms, in Å:
C1 5.211 0.845 -31.577
C2 5.492 1.164 -30.132
C3 5.846 -0.067 -29.310
O1 6.567 2.107 -30.139
H1 4.728 1.690 -32.069
H2 4.485 0.046 -31.771
H3 6.120 0.527 -32.089
H4 4.649 1.679 -29.647
H5 6.251 0.158 -28.322
H6 6.611 -0.671 -29.809
H7 4.951 -0.678 -29.187
H8 6.665 2.464 -29.240
C4 5.270 -2.050 -34.392
O2 5.591 -2.886 -35.488
H9 4.967 -1.091 -34.810
H10 4.453 -2.423 -33.765
H11 6.128 -1.885 -33.736
H12 6.184 -3.581 -35.191
C5 1.783 3.218 -30.833
O3 2.204 3.238 -32.173
H13 1.932 4.157 -30.307
H14 0.723 2.961 -30.699
H15 2.287 2.453 -30.226
H16 1.938 2.393 -32.577
C6 10.295 2.737 -29.969
O4 10.650 3.852 -29.161
H17 11.157 2.070 -30.009
H18 9.406 2.259 -29.548
H19 10.131 2.975 -31.025
H20 10.001 4.549 -29.287
C7 4.628 4.908 -31.129
O5 4.612 4.758 -29.708
H21 4.629 3.937 -31.625
H22 3.723 5.463 -31.377
H23 5.479 5.531 -31.430
H24 5.400 4.252 -29.476
C8 9.344 -0.309 -32.830
O6 9.064 1.002 -32.384
H25 8.423 -0.911 -32.813
H26 9.744 -0.429 -33.836
H27 9.958 -0.817 -32.082
H28 8.117 1.133 -32.311
C9 5.708 3.538 -35.374
O7 5.083 2.491 -34.644
H29 6.630 3.249 -35.876
H30 5.039 3.912 -36.154
H31 5.984 4.340 -34.681
H32 4.192 2.786 -34.440
C10 7.683 3.638 -27.026
O8 6.409 3.441 -27.680
H33 7.752 4.609 -26.529
H34 7.739 2.847 -26.274
H35 8.496 3.598 -27.744
H36 5.750 3.636 -27.007
C11 2.329 -1.078 -28.158
O9 1.970 -0.341 -27.005
H37 1.533 -1.782 -28.415
H38 2.532 -0.427 -29.006
H39 3.247 -1.667 -28.050
H40 1.731 -0.987 -26.334
C12 1.930 -0.372 -33.068
O10 1.881 0.914 -33.682
H41 1.603 -0.334 -32.036
H42 1.275 -1.042 -33.637
H43 2.898 -0.863 -33.191
H44 1.713 0.791 -34.618

## Properties
* energy: -33628.1628 eV
* gap between HOMO and LUMO: 10.0 eV
* E_HOMO: -9.568 eV
* structure (SMILES): CC(C)O.CO.CO.CO.CO.CO.CO.CO.CO.CO
* relative energy (zero: lowest compared OMol25 entry of this formula, charge and spin): 520.3 kJ/mol

=====

Record 2
Entry from the Open Molecules 2025 dataset: 9 unconnected molecules or ions with the total composition C12H47B2O13 (wB97M-V/def2-TZVPD).

Positions of all 74 atoms, in Å:
O1 2.987 -2.937 -3.289
H1 2.362 -2.370 -2.832
H2 2.804 -2.901 -4.231
H3 3.856 -2.639 -3.012
B1 7.484 -1.737 -1.115
H4 7.103 -1.427 -0.154
H5 7.464 -2.811 -1.219
H6 6.918 -1.324 -1.936
H7 8.519 -1.434 -1.148
B2 0.384 0.373 -1.551
H8 -0.359 -0.115 -2.163
H9 1.163 0.812 -2.155
H10 -0.114 1.211 -1.090
H11 0.788 -0.221 -0.746
C1 -2.015 7.112 -2.625
C2 -0.937 6.912 -1.524
O2 0.013 6.095 -2.254
O3 -2.967 6.087 -2.739
H12 -1.478 7.326 -3.549
H13 -2.388 8.092 -2.325
H14 -1.193 6.549 -0.528
H15 -0.448 7.862 -1.307
H16 -0.349 5.207 -2.231
H17 -3.268 5.975 -1.834
C3 2.014 0.918 -7.909
C4 0.491 1.283 -8.043
O4 -0.296 0.827 -9.213
O5 2.110 -0.511 -7.786
H18 2.637 1.518 -7.245
H19 2.398 1.227 -8.882
H20 0.218 2.297 -7.751
H21 0.137 0.799 -7.133
H22 0.191 0.937 -10.033
H23 1.311 -0.970 -8.054
C5 -6.578 -1.954 -3.607
C6 -6.433 -3.553 -3.582
O6 -5.078 -3.977 -3.566
O7 -7.929 -1.342 -3.802
H24 -6.026 -1.531 -4.446
H25 -6.077 -1.346 -2.853
H26 -7.064 -3.964 -4.370
H27 -6.910 -3.942 -2.682
H28 -5.038 -4.868 -3.213
H29 -7.989 -0.430 -3.508
C7 4.155 -4.793 7.013
C8 3.838 -5.602 5.667
O8 4.426 -4.882 4.565
O9 5.243 -5.176 7.754
H30 3.240 -4.766 7.605
H31 4.461 -3.772 6.786
H32 2.776 -5.681 5.435
H33 4.131 -6.645 5.789
H34 4.063 -4.006 4.414
H35 6.029 -5.151 7.204
C9 0.277 4.083 7.059
C10 0.491 4.364 5.592
O10 1.296 3.276 5.165
O11 1.373 3.492 7.707
H36 -0.627 3.582 7.406
H37 0.224 5.052 7.556
H38 0.753 5.413 5.457
H39 -0.497 4.203 5.160
H40 0.980 2.809 4.389
H41 1.947 3.111 7.039
C11 -2.989 -2.007 4.728
C12 -3.010 -2.224 3.232
O12 -3.265 -0.963 2.701
O13 -3.315 -3.019 5.620
H42 -3.890 -1.423 4.918
H43 -2.193 -1.435 5.205
H44 -3.722 -3.006 2.968
H45 -2.006 -2.518 2.924
H46 -2.838 -0.869 1.847
H47 -3.767 -2.557 6.329

## Properties
* energy: -41160.9699 eV
* net charge: -1
* gap between HOMO and LUMO: 5.4 eV
* E_HOMO: -5.010 eV
* relative energy (zero: lowest compared OMol25 entry of this formula, charge and spin): 1106.4 kJ/mol

=====

Record 3
Entry from the Open Molecules 2025 dataset: a gas-phase ion, C12H4BrCl4O2S (charge -1) (wB97M-V/def2-TZVPD).

Positions of all 24 atoms, in Å:
Cl1 -0.777 3.549 1.719
C1 0.286 2.374 1.103
C2 0.886 1.457 1.869
Cl2 0.392 1.199 3.487
C3 1.888 0.480 1.353
O1 2.148 -0.548 1.947
C4 2.418 0.758 -0.014
Cl3 3.664 -0.295 -0.532
C5 1.877 1.649 -0.849
Cl4 2.549 2.033 -2.362
C6 0.600 2.494 -0.444
O2 0.638 3.680 -0.854
Br1 -1.730 -4.720 0.363
C7 -1.574 -2.896 -0.190
C8 -2.245 -1.886 0.515
C9 -2.028 -0.557 0.179
C10 -1.115 -0.206 -0.829
S1 -0.821 1.488 -1.230
C11 -0.572 -1.228 -1.631
C12 -0.778 -2.575 -1.309
H1 -2.903 -2.162 1.351
H2 -2.540 0.240 0.720
H3 0.037 -0.960 -2.483
H4 -0.303 -3.368 -1.879

## Properties
* energy: -147572.1601 eV
* net charge: -1
* gap between HOMO and LUMO: 7.6 eV
* E_HOMO: -5.071 eV
* structure (SMILES): O=C1C(Cl)=C(Cl)C([O-])(Sc2ccc(Br)cc2)C(Cl)=C1Cl

=====

Record 4
Entry from the Open Molecules 2025 dataset: a molecular structure, C12H6CuF14N2O20S4 (wB97M-V/def2-TZVPD).

Positions of all 59 atoms, in Å:
Cu1 -18.891 -31.578 7.559
C1 -20.436 -31.260 3.469
F1 -21.299 -30.608 2.690
F2 -19.581 -31.817 2.655
F3 -19.833 -30.386 4.322
S1 -21.299 -32.571 4.714
O1 -21.368 -33.877 4.075
O2 -20.600 -32.539 5.976
N1 -22.819 -31.783 5.130
S2 -23.770 -32.430 4.080
O3 -23.188 -32.637 2.768
O4 -24.501 -33.553 4.605
C2 -25.004 -30.926 3.824
F4 -25.387 -30.471 4.993
F5 -24.419 -29.978 3.158
F6 -26.059 -31.394 3.202
C3 -23.898 -30.738 11.382
F7 -24.974 -30.270 10.746
F8 -23.590 -30.001 12.431
F9 -23.966 -32.021 11.803
S3 -22.444 -30.428 10.103
O5 -22.901 -29.248 9.296
O6 -21.168 -30.226 10.760
N2 -22.518 -31.739 8.868
S4 -21.718 -32.846 9.567
O7 -20.351 -32.969 9.003
O8 -21.796 -32.929 10.993
C4 -22.773 -34.306 8.930
F10 -23.961 -34.370 9.608
F11 -22.883 -34.219 7.594
F12 -22.090 -35.315 9.290
C5 -19.940 -29.204 7.226
O9 -19.827 -28.875 8.408
O10 -18.794 -29.465 6.797
O11 -20.666 -30.248 7.195
C6 -17.090 -30.799 9.420
O12 -16.813 -30.820 8.202
O13 -18.231 -31.208 9.599
O14 -17.125 -29.587 9.609
C7 -18.222 -36.558 6.220
C8 -16.764 -36.623 6.723
O15 -16.872 -35.564 7.626
C9 -17.832 -34.707 7.238
O16 -17.970 -33.578 7.599
O17 -18.576 -35.219 6.222
F13 -15.978 -36.334 5.743
H1 -18.893 -37.160 6.833
H2 -18.235 -36.965 5.209
H3 -16.603 -37.625 7.119
C10 -15.387 -33.004 2.986
C11 -16.542 -33.967 2.841
O18 -17.501 -33.373 3.726
C12 -16.887 -32.515 4.576
O19 -17.448 -32.040 5.500
O20 -15.588 -32.494 4.331
F14 -16.189 -35.128 3.377
H4 -15.516 -32.317 2.150
H5 -14.442 -33.524 2.830
H6 -16.834 -34.134 1.804

## Properties
* energy: -182480.9324 eV
* net charge: -3
* gap between HOMO and LUMO (spin up / spin down): 3.8 / 3.6 eV
* spin multiplicity: 3
* E_HOMO (spin up / spin down): 1.416 / 1.673 eV